(1)
Here is 18 unconnected molecules or ions with the total composition C82H179O33P5 from the OMol25 dataset. Energies are from ωB97M-V/def2-TZVPD.

Geometry (Å):
P (-0.4285, 4.5129, 33.3847)
P (-1.1143, 2.7184, 27.7743)
P (-1.1709, -3.3053, 30.9515)
P (6.1189, 4.4119, 30.7986)
P (-0.8544, 5.1325, 43.8128)
O (-0.4094, 3.5352, 44.0914)
O (-0.5818, 11.7614, 34.0686)
O (2.3144, 4.2639, 38.6565)
O (-6.0669, 4.0060, 28.7977)
O (1.0205, 4.1999, 33.0754)
O (3.4733, 7.0173, 35.8595)
O (-2.2189, 5.3330, 43.3614)
O (-1.3419, -4.0371, 29.5489)
O (-2.5801, -2.4172, 31.0443)
O (-1.6033, 10.7287, 38.6741)
O (-1.2537, 3.1666, 33.7284)
O (-5.9766, 1.7126, 34.6958)
O (-3.3732, 5.5467, 38.1999)
O (-1.4898, 1.3543, 38.9516)
O (-0.3584, 5.8338, 45.2139)
O (-2.5426, 3.0747, 27.7458)
O (2.6939, 8.7271, 40.3770)
O (-3.7023, 8.8641, 35.3157)
O (-0.4774, 2.3925, 26.3192)
O (4.0847, 0.4145, 34.2559)
O (0.2459, 5.6436, 42.7196)
O (-1.3150, 5.3143, 32.2819)
O (-0.6887, 5.3280, 34.7472)
O (0.0483, -2.4334, 31.0003)
O (4.8340, 5.3543, 30.8692)
O (2.7277, 10.8211, 31.4691)
O (-0.7883, 1.4398, 28.6770)
O (-1.3241, -4.4292, 32.0790)
O (6.0734, 3.3029, 29.7849)
O (-0.1875, 3.9216, 28.3855)
O (-0.4133, 12.0822, 29.5460)
O (7.3129, 5.4142, 30.5581)
O (6.4427, 3.9923, 32.3351)
C (-6.2622, 3.6411, 35.9249)
C (-6.4170, 3.0558, 34.5721)
C (2.6968, 8.2202, 39.0375)
C (-2.4847, -1.1649, 30.4394)
C (-0.2456, 5.2315, 27.8224)
C (7.5600, 2.9603, 34.0635)
C (3.5924, 4.8346, 31.2218)
C (-3.3627, 7.4417, 35.3968)
C (-3.2053, 4.3269, 40.1877)
C (3.3855, 8.5970, 31.8402)
C (2.3928, 10.1028, 40.4184)
C (3.7761, 3.2817, 40.0916)
C (-0.6964, -5.2489, 27.7516)
C (1.8494, 4.5484, 39.9951)
C (0.6480, 2.1280, 42.4198)
C (3.6110, 1.6683, 33.9547)
C (7.7526, 7.7407, 30.6643)
C (-2.5265, 11.5288, 39.3687)
C (-2.5824, 2.4505, 31.8554)
C (0.3275, 7.0351, 42.4405)
C (-0.7032, 2.6159, 43.0401)
C (-0.5720, 7.4630, 41.3479)
C (1.6767, 6.5275, 46.4587)
C (2.7064, 4.5668, 30.0124)
C (0.0530, 13.4334, 29.4671)
C (-4.8594, 7.7817, 33.5776)
C (2.1712, 1.4930, 33.4755)
C (3.2528, 9.4278, 38.3499)
C (-2.5484, -5.0993, 32.3371)
C (-0.1291, 6.0215, 36.8113)
C (0.8199, 11.8435, 34.3299)
C (-0.8160, 7.7114, 32.2830)
C (-5.0926, 5.0539, 30.7301)
C (0.5775, 1.1618, 29.0473)
C (1.2065, 10.3537, 34.4120)
C (1.9571, -0.0081, 33.4538)
C (-1.2079, 2.8293, 25.1721)
C (3.3323, 5.6971, 35.2956)
C (-0.5907, -5.1262, 29.2455)
C (5.5262, 6.4461, 34.7409)
C (-0.7487, 6.3744, 31.5272)
C (-1.3827, 2.1532, 32.7414)
C (3.7712, 10.0570, 32.1058)
C (3.3314, 3.2557, 38.6309)
C (2.8851, 8.6993, 30.4561)
C (-0.2061, 4.7974, 35.9401)
C (-4.6047, 5.7319, 38.8512)
C (0.8797, 5.4433, 26.8279)
C (-2.6042, 4.4810, 38.7663)
C (7.5455, 6.4540, 31.4974)
C (1.2140, 0.2905, 27.9564)
C (4.6833, 7.5612, 35.4143)
C (-4.4350, 6.7362, 34.5736)
C (-0.3521, 2.6812, 23.9309)
C (-3.3341, 9.2562, 39.3185)
C (-0.8560, 14.1895, 30.3685)
C (4.7647, 5.1728, 35.1104)
C (-4.8149, 9.0488, 34.4374)
C (-1.9095, 13.1608, 30.9077)
C (-3.3107, 10.4871, 40.1929)
C (-1.2018, 10.7331, 34.8046)
C (2.0473, 9.9790, 30.5035)
C (-2.1969, -6.3255, 33.2245)
C (-7.0502, 4.8736, 29.3174)
C (2.9354, -0.4423, 34.5099)
C (0.0012, 9.8385, 35.2187)
C (3.1871, 4.5594, 40.6664)
C (0.9414, 5.4400, 45.7580)
C (-1.5754, 0.6038, 36.8320)
C (-0.0812, 1.3085, 38.6567)
C (-4.6501, 4.5688, 39.8501)
C (-3.8552, -0.4649, 30.3486)
C (-2.2852, 9.5398, 38.2358)
C (-0.0813, 0.7643, 37.2230)
C (-2.1957, 0.3920, 38.1776)
C (2.6853, 10.5906, 39.0286)
C (-1.0962, 11.8873, 30.7627)
C (7.5793, 3.2502, 32.6062)
C (-6.6113, 5.0250, 30.7875)
C (-4.9238, 3.0554, 36.2251)
C (-4.9272, 1.6081, 35.6081)
C (-4.8112, 4.2049, 29.4946)
H (3.2133, -1.4956, 34.4730)
H (1.7429, 10.9122, 38.5852)
H (1.3233, 12.3295, 33.4942)
H (-2.7656, 13.1329, 30.2335)
H (-3.0836, 12.1222, 38.6437)
H (-1.6759, -7.1337, 32.7112)
H (7.5390, 2.3066, 32.0621)
H (1.0828, 1.3745, 43.0766)
H (-5.0373, 3.6354, 39.4414)
H (-0.2238, -4.4131, 27.2358)
H (3.7145, 8.7793, 29.7534)
H (-0.0300, 13.7159, 28.4176)
H (-4.2761, -0.1666, 31.3088)
H (0.1985, 10.0096, 36.2770)
H (-4.4377, 3.2301, 29.8085)
H (-0.1840, 14.5841, 31.1306)
H (6.5739, 2.5480, 34.2772)
H (2.2886, 7.8196, 30.2144)
H (-2.0117, 1.4938, 36.3785)
H (2.9841, 2.2502, 38.3933)
H (-6.3285, 4.7290, 35.9357)
H (-1.5304, 4.6679, 38.7743)
H (0.1474, 5.7694, 37.8351)
H (-1.5138, 1.2130, 33.2771)
H (0.2720, 2.3396, 38.6417)
H (-1.5690, 8.7347, 38.0716)
H (-0.8167, 3.1384, 23.0573)
H (-4.1202, 7.8324, 32.7781)
H (-2.3163, 13.3159, 31.9070)
H (-0.3385, 11.7746, 31.5382)
H (-3.0254, 3.3827, 40.7017)
H (2.1445, 10.1610, 34.9328)
H (-3.2696, -4.4515, 32.8354)
H (-5.7529, 3.4817, 33.8200)
H (-0.9666, 4.1608, 36.3922)
H (2.6198, -0.2789, 35.5404)
H (3.1618, 4.6081, 41.7550)
H (-3.0760, 8.2838, 39.7379)
H (6.8518, 6.6159, 32.3225)
H (1.6427, 8.0179, 38.8474)
H (-5.1974, 6.4960, 35.3147)
H (4.2520, 7.9434, 31.9407)
H (0.8387, 4.5615, 46.3951)
H (-2.7199, 5.0303, 40.8642)
H (3.0648, 9.4755, 37.2773)
H (0.5372, 6.7416, 36.3364)
H (3.6669, 2.2808, 34.8546)
H (1.1590, 2.0705, 29.2032)
H (8.5728, 7.4886, 29.9922)
H (-3.2757, 0.5294, 38.2322)
H (2.1669, -0.5060, 32.5071)
H (-2.8086, 1.4837, 31.4057)
H (-1.8796, 12.1366, 40.0014)
H (-2.4016, 7.3177, 34.8977)
H (-3.8643, 0.3827, 29.6634)
H (-3.4393, 2.6724, 32.4914)
H (1.0798, 13.5098, 29.8248)
H (2.7636, 5.0433, 35.9569)
H (1.8483, 5.3863, 27.3246)
H (5.2441, 4.8255, 36.0256)
H (-4.0064, 1.4001, 35.0631)
H (-6.8868, 5.9382, 31.3149)
H (2.5337, 5.4805, 29.4438)
H (-0.9433, -6.0045, 29.7861)
H (7.6739, 3.8753, 34.6448)
H (5.2096, 7.9214, 36.2983)
H (-1.8305, 7.8897, 32.6396)
H (0.1267, 7.6713, 43.3025)
H (1.0915, 12.4245, 35.2113)
H (-1.6326, 7.4255, 41.5968)
H (3.8834, 10.3205, 33.1574)
H (1.2987, 5.4839, 40.0932)
H (-2.2042, 2.4017, 25.0596)
H (3.0371, 10.5676, 41.1647)
H (-4.7271, 3.0113, 37.2963)
H (-4.8599, 9.9426, 33.8151)
H (0.4765, 1.4050, 36.5400)
H (3.3247, 11.4642, 38.9022)
H (1.3205, 7.2186, 42.0301)
H (-2.7565, 3.5490, 38.2219)
H (3.1288, 5.6929, 31.7080)
H (0.7752, 4.6879, 26.0491)
H (3.7619, 5.4098, 40.2997)
H (-8.0637, 4.4729, 29.2960)
H (1.7909, 4.1535, 30.4359)
H (-4.1023, 4.6930, 28.8259)
H (-5.8353, 7.6729, 33.1045)
H (8.0509, 8.5668, 31.3098)
H (2.1766, -0.1061, 28.2795)
H (-5.7011, 9.0741, 35.0716)
H (4.1545, 3.6014, 38.0056)
H (3.6833, 3.9975, 31.9140)
H (1.9897, 1.9206, 32.4894)
H (-1.7714, 11.0334, 30.7079)
H (-0.4682, 6.8267, 40.4690)
H (3.1391, 3.8134, 29.3542)
H (-2.7138, 9.7123, 37.2486)
H (0.2764, 6.1092, 31.2687)
H (-1.7367, -0.2494, 36.1730)
H (-0.2501, 7.7664, 33.2129)
H (1.3775, 10.3770, 40.7048)
H (0.4140, 1.5131, 41.5507)
H (-0.1534, 8.7676, 35.0871)
H (-0.3436, 8.4961, 41.0861)
H (-1.1385, 6.4267, 36.8816)
H (2.8212, 5.6892, 34.3329)
H (-2.7743, 10.2019, 41.0979)
H (-4.3333, 10.7220, 40.4884)
H (-1.2286, 5.4734, 27.4182)
H (2.0358, 7.3026, 45.7817)
H (-1.7593, -5.1464, 27.5325)
H (-4.2685, 9.1960, 38.7606)
H (0.5322, 0.5440, 29.9441)
H (0.8634, 6.4472, 26.4036)
H (2.5809, 8.2543, 32.4908)
H (-7.0066, 3.1894, 36.5806)
H (-1.2621, 1.7386, 43.3657)
H (-1.3326, 3.1468, 42.3259)
H (-1.7818, -0.5047, 30.9475)
H (0.3629, -0.2296, 37.2763)
H (-5.1335, 0.8471, 36.3607)
H (0.5307, 0.7395, 39.3566)
H (-1.2898, 15.0699, 29.8945)
H (0.9316, -0.2486, 33.7345)
H (1.0771, 9.6943, 30.9106)
H (-1.7399, 10.1928, 34.0256)
H (-1.9592, -0.5931, 38.5796)
H (-6.9015, 4.1290, 31.3361)
H (2.5111, 6.1210, 47.0302)
H (4.2293, 2.1618, 33.2048)
H (1.4408, 1.9565, 34.1387)
H (-7.4148, 2.9771, 34.1404)
H (0.4448, -4.9570, 29.5408)
H (4.5226, 8.2976, 34.6270)
H (-0.5897, 8.5987, 31.6918)
H (1.1806, 3.7266, 40.2510)
H (-5.4114, 5.6255, 38.1259)
H (4.8552, 3.1690, 40.1961)
H (-3.0144, -5.5087, 31.4407)
H (-4.5882, 4.6908, 31.6256)
H (-4.5846, 6.7345, 39.2784)
H (8.4942, 6.2003, 31.9704)
H (-4.6196, -1.1411, 29.9659)
H (-4.0335, 5.8086, 34.1656)
H (-1.4638, 3.8779, 25.3237)
H (-1.7588, 11.1254, 35.6554)
H (1.5920, 5.1979, 44.9177)
H (4.3252, 9.3163, 38.5099)
H (1.3596, 0.8921, 27.0592)
H (1.1392, 9.8925, 33.4267)
H (5.3446, 6.6263, 33.6813)
H (3.3607, 2.3711, 40.5234)
H (-1.6218, -6.0666, 34.1134)
H (1.0864, 7.0802, 47.1895)
H (0.5978, 3.2130, 23.9865)
H (-0.4488, 2.0186, 32.1956)
H (1.4094, 2.8883, 42.2459)
H (-1.2360, 6.4696, 30.5569)
H (8.4789, 3.7511, 32.2486)
H (4.6844, 10.2461, 31.5415)
H (1.9936, 10.4929, 29.5437)
H (6.5987, 6.5416, 34.9106)
H (0.7312, 4.2443, 35.8803)
H (-2.4919, 3.2579, 31.1287)
H (-2.1231, -1.1880, 29.4114)
H (-4.8164, 6.1066, 30.6700)
H (6.9552, 8.1321, 30.0325)
H (3.2576, 7.2965, 38.8947)
H (-0.2885, -6.1873, 27.3760)
H (-4.1677, 3.7268, 35.8182)
H (8.3818, 2.3058, 34.3541)
H (-5.2308, 4.8029, 40.7424)
H (-0.1453, 1.6275, 23.7439)
H (-6.9651, 5.8136, 28.7722)
H (-3.0672, -6.8390, 33.6331)
H (-3.2947, 7.1475, 36.4441)
H (0.5648, -0.5630, 27.7610)
H (4.8729, 4.4114, 34.3379)
H (-0.0793, 5.8872, 28.6771)

Properties
Kohn-Sham gap in eV: 9.651
E_HOMO in eV: -9.183

=====

(2)
Here is a gas-phase ion, C5H13N2S (charge +1) from the OMol25 dataset. Energies are from ωB97M-V/def2-TZVPD.

Geometry (Å):
S (2.1523, 0.9235, -0.8790)
N (0.6636, 0.3458, -1.1010)
N (0.7197, -1.9355, 0.6371)
C (-1.5074, -0.5530, -0.1091)
C (-0.5127, 0.6599, -0.2972)
C (-0.3154, -2.1915, 1.3484)
C (1.5689, 2.5674, -1.3314)
C (-1.5503, -1.3609, 1.1731)
H (0.6214, -0.6924, -0.9331)
H (-1.5627, -0.7385, 2.0825)
H (-1.1354, 1.4789, -0.7806)
H (2.3330, 0.9904, 0.5567)
H (-0.2569, 0.9817, 0.6919)
H (-1.3288, -1.2373, -0.8947)
H (-2.5679, -0.2486, -0.2798)
H (-2.3656, -2.0483, 1.3409)
H (2.0426, 3.3424, -0.8841)
H (0.4949, 2.5733, -1.0044)
H (-0.5048, -2.8344, 2.1387)
H (1.5186, 2.5353, -2.4619)
H (1.4929, -2.5584, 0.9870)

Properties
Kohn-Sham gap in eV: 10.723
Total charge: +1
E_HOMO in eV: -14.201

=====

(3)
Here is a molecular structure, C4H6S2 from the OMol25 dataset. Energies are from ωB97M-V/def2-TZVPD.

Geometry (Å):
S (2.0842, -1.6361, -0.0308)
S (1.8325, 1.7914, -0.2073)
C (-0.3770, 0.1047, -0.7657)
C (0.7376, 0.4570, 0.0513)
C (-1.2316, 0.1317, 0.2890)
C (-0.1771, 0.4452, 1.2587)
H (1.0747, -2.2978, 0.6271)
H (1.8499, 1.8393, -1.4614)
H (-0.0073, -0.4323, 2.0087)
H (-0.6962, -0.1140, -1.7398)
H (-2.1844, -0.1344, 0.2254)
H (-0.3706, 1.3314, 1.8639)

Properties
Kohn-Sham gap in eV: 7.912
E_HOMO in eV: -8.476

=====

(4)
Here is 7 unconnected molecules or ions with the total composition C28H47N3O12 from the OMol25 dataset. Energies are from ωB97M-V/def2-TZVPD.

Geometry (Å):
O (-0.5072, 1.4623, -3.9167)
O (-1.6822, -1.4303, 4.3212)
O (1.6429, 4.7598, -0.9017)
O (-0.4394, -0.7585, -3.3295)
O (-2.3104, 0.7438, 4.0705)
O (2.3810, 3.8530, -2.6608)
O (0.4689, -2.7552, 2.3078)
O (0.1236, -3.7865, 4.2832)
O (-0.1789, 0.0661, 3.9456)
O (0.6261, 0.1051, -5.1007)
O (-1.2506, -4.1781, 2.7133)
O (0.4466, 4.9974, -2.7739)
N (2.0122, -0.7817, 1.1488)
N (-5.1763, -1.2771, -0.0449)
N (2.4704, -1.5576, -2.1393)
C (1.8980, 1.0312, -0.1506)
C (1.1862, -0.0381, 0.3340)
C (-0.1533, -3.5187, 3.0334)
C (1.3534, 4.5294, -2.1583)
C (2.0959, -2.8867, -1.9816)
C (0.6773, 5.2792, -0.0081)
C (-1.6955, -3.8520, 1.4152)
C (-0.1140, 0.1921, -4.0350)
C (3.2120, 0.9364, 0.4018)
C (1.0132, -1.1189, -5.6623)
C (-4.2386, -1.5614, -1.0155)
C (2.3242, 3.4558, -4.0562)
C (-4.6342, -0.4577, 0.8962)
C (3.2461, -0.1838, 1.1717)
C (-2.8772, -4.6447, 1.0057)
C (3.5677, -1.4489, -3.0599)
C (-3.0815, -0.8892, -0.7439)
C (0.2156, 1.5087, 4.1640)
C (-3.3521, -0.2238, 0.4767)
C (3.8597, -2.7074, -3.3907)
C (2.9301, -3.6270, -2.7028)
C (-2.2613, 3.0253, -3.3475)
C (-1.5465, 1.7664, -2.9088)
C (-3.0249, -1.7649, 4.6841)
C (1.2361, -3.1062, 4.9171)
C (1.6372, 1.6474, 3.6177)
C (-1.4556, -0.1844, 4.0821)
C (1.4458, 5.6912, 1.2640)
H (-1.4871, 3.7743, -3.5229)
H (0.0683, 6.0429, -0.4933)
H (-2.7658, 0.5275, 1.0110)
H (-1.0830, 1.9580, -1.9384)
H (1.6554, 2.6967, 3.3135)
H (4.6254, -3.0530, -4.1060)
H (0.9306, -2.9607, 5.9635)
H (1.8774, 4.7946, 1.6235)
H (-3.1038, -2.8232, 4.6313)
H (1.8898, -0.8891, -6.2689)
H (0.0598, 4.4558, 0.1574)
H (-4.5706, -2.2904, -1.7732)
H (-1.8352, -2.7587, 1.3641)
H (-0.8928, -4.1090, 0.6670)
H (2.2060, 6.3622, 0.9649)
H (-0.0556, 1.5926, 5.2080)
H (1.4713, 1.7366, -0.8390)
H (-3.5950, -4.6305, 1.7930)
H (-5.1739, -0.0065, 1.7345)
H (2.0845, -0.8794, -1.4714)
H (-2.8549, 2.9222, -4.2403)
H (2.3588, 2.3672, -3.9959)
H (1.2068, -1.8007, -4.8484)
H (2.4238, 1.4378, 4.3353)
H (-2.8641, 3.2930, -2.5076)
H (-3.7290, -1.3981, 3.9701)
H (1.6821, -1.5528, 1.7065)
H (1.2519, -2.2044, 4.3249)
H (2.1417, -3.7374, 4.8831)
H (1.4203, 3.8923, -4.4684)
H (0.1679, -1.4634, -6.2023)
H (4.0607, 1.4707, 0.0637)
H (0.8236, 6.0500, 2.1151)
H (4.0908, -0.5363, 1.7076)
H (0.1647, -0.2461, 0.0782)
H (-2.1082, -0.9177, -1.2484)
H (-2.5769, -5.6880, 0.9235)
H (-6.0645, -1.7600, -0.0005)
H (-0.4992, 2.1740, 3.6572)
H (3.2705, 3.8055, -4.6199)
H (1.3051, -3.2178, -1.3135)
H (1.7926, 1.0596, 2.7227)
H (3.9587, -0.5176, -3.3517)
H (-3.1857, -4.2441, 0.0595)
H (-2.2270, 0.9386, -2.8179)
H (-3.2080, -1.2945, 5.6727)
H (2.8004, -4.6842, -2.7893)

Properties
Kohn-Sham gap in eV: 8.764
E_HOMO in eV: -8.140
SMILES string: CCOC(=O)OC.CCOC(=O)OC.CCOC(=O)OC.CCOC(=O)OC.c1cc[nH]c1.c1cc[nH]c1.c1cc[nH]c1

=====

(5)
Here is 9 unconnected molecules or ions with the total composition CH21O9 from the OMol25 dataset. Energies are from ωB97M-V/def2-TZVPD.

Geometry (Å):
O (2.9475, 0.2571, 0.8700)
O (-0.5069, 1.0226, 0.5148)
O (1.3141, 1.5345, 2.5153)
O (-0.1333, -3.8917, 1.0754)
O (-2.8128, 1.7473, 1.6072)
O (1.8782, 2.3531, -1.0507)
O (3.1852, -1.7665, -1.7170)
O (-1.0838, 2.5659, -2.0449)
O (-2.5309, -2.3951, -2.7972)
C (-0.6365, -0.2526, -0.0285)
H (-1.3037, -0.2491, -0.8905)
H (-0.8833, -3.8370, 1.6676)
H (2.8065, 0.6895, 0.0277)
H (1.0673, 1.9661, -0.7209)
H (0.7400, 1.3329, 3.2578)
H (2.1370, 1.0418, 2.5564)
H (-1.9692, 1.4894, 1.2287)
H (2.8933, -2.1100, -0.8726)
H (1.6969, 2.5419, -1.9714)
H (2.3886, -1.4303, -2.1277)
H (-1.7993, -3.0037, -2.6946)
H (-0.5035, -4.1961, 0.2468)
H (2.7645, -0.6668, 0.6991)
H (-1.9803, 2.4090, -2.3412)
H (0.2748, -0.6339, -0.4891)
H (0.7684, 1.2635, 1.7734)
H (-0.9587, -1.0283, 0.6662)
H (-2.6682, 2.1769, 2.4535)
H (-3.4052, 1.0002, 1.7190)
H (-2.6647, -2.0311, -1.9221)
H (-1.0218, 2.1006, -1.2107)

Properties
Kohn-Sham gap in eV: 8.740
Total charge: +1
E_HOMO in eV: -13.323

=====

- Look up the E_HOMO of the fifth one.
  -13.323 eV

=====

- The highest E_HOMO belongs to which entry?
  C28H47N3O12

=====

- Kohn-Sham gap of number 2 (C5H13N2S)?
  10.723 eV